[1]
# C41H78I2N4O13S

A molecular structure, C41H78I2N4O13S in a non-equilibrium geometry (the ωB97M-V functional and the def2-TZVPD basis, the Open Molecules 2025 dataset).

Values from the calculation:
Orbital gap: 0.243 hartree
LUMO level: -1.595 eV

Atoms and positions in Å:
C -2.030 6.192 5.480
C -2.495 -2.227 -0.610
H 9.210 -5.164 11.743
C 4.855 2.247 2.736
H 8.647 -1.670 5.933
H -0.285 5.775 3.837
H 6.698 1.113 2.333
C 2.394 3.823 2.098
H -2.415 -2.664 0.390
H -4.395 -2.009 1.127
C 6.650 -2.880 9.202
O -3.734 -1.545 -0.795
H -1.121 5.611 5.796
H -2.924 3.060 -4.103
H -6.463 1.071 -2.959
H 9.267 -3.504 11.149
H -2.318 1.198 -8.400
O -4.955 -4.200 -4.215
C -1.605 1.596 4.762
H 8.158 -3.940 12.479
H -0.451 -1.649 -10.435
H -1.696 -1.592 -11.684
C 6.543 -3.710 10.477
H -1.056 -4.311 -9.615
H -1.714 -1.466 -0.695
H -6.130 -2.543 -4.034
H 0.039 -2.479 -5.634
C -2.462 5.842 3.988
C -4.318 1.225 -2.979
H 0.816 -1.217 -6.576
H 5.712 -2.333 9.049
H -4.199 2.143 -2.391
H -3.243 1.175 3.408
O 3.988 5.591 1.622
H -3.354 2.080 -5.549
C 2.232 2.380 2.282
O -1.127 5.057 1.987
O -1.284 0.404 -6.831
H 5.324 -0.977 3.697
O -2.241 -2.630 -10.021
N -3.151 -4.413 -1.567
C -0.077 4.151 2.058
H -4.309 0.406 -2.252
H 5.628 -4.305 10.415
H 6.458 -3.075 11.365
C -5.985 4.638 -5.176
H -4.082 -4.086 -1.346
H -5.549 -1.192 0.056
H -5.406 2.168 -5.437
H -5.498 -3.159 -2.517
C -4.759 -1.944 0.096
C -3.607 -4.632 -4.103
C -1.566 -3.278 -7.765
I -2.441 1.535 0.248
H -0.916 -0.404 -5.032
H -2.185 -1.222 -5.903
H -2.232 2.457 5.110
H -5.681 0.225 -4.284
C 3.814 4.468 2.024
C 3.503 1.538 2.435
H -1.220 -3.615 -1.645
H -2.851 5.921 6.187
N -6.028 2.223 -4.642
H -3.160 6.643 3.652
H 1.413 5.819 1.850
H -5.196 -2.902 -0.196
H -2.418 -2.677 -7.427
O -4.754 4.667 -5.894
H -4.815 3.002 -7.144
H 9.863 -3.762 8.886
C 8.145 -1.353 7.969
I -1.596 -0.876 2.797
H -0.258 -1.892 -8.468
H -1.498 -4.158 -7.115
C -1.764 2.228 2.218
N 7.752 -1.926 9.262
H -1.780 0.720 5.442
C 0.881 1.855 2.306
C -2.797 2.100 -4.611
C -4.819 4.094 -7.187
O 4.978 0.511 5.528
H 10.508 -4.773 7.604
H -5.075 3.735 -3.489
C -5.667 1.155 -3.707
C -2.121 1.168 3.324
H 7.701 -2.990 6.561
H -3.931 4.408 -7.737
H -0.524 1.867 4.771
O 3.456 0.333 2.286
H 0.772 0.752 2.429
C -2.258 -3.267 -1.699
H 8.752 -4.646 7.785
H -2.283 -5.793 -2.867
C 4.971 3.588 2.541
H 8.561 -2.377 9.665
H -5.704 4.433 -7.736
H 7.345 -0.685 7.634
H -2.795 -0.458 -7.993
O -3.183 1.003 -3.800
C 9.692 -4.095 7.860
C 6.123 1.489 3.219
H 5.942 4.100 2.746
H -6.845 3.720 -3.431
H 6.766 -3.586 8.372
C -1.125 5.962 3.124
C -1.878 -3.728 -9.187
C -5.979 3.572 -4.086
C -1.946 0.226 -8.070
H -1.784 7.285 5.582
H -0.780 -3.090 -11.436
C -3.237 -5.267 -2.754
H -2.754 -4.382 -9.148
H 6.782 2.223 3.757
H -2.391 -2.757 -2.659
C -5.246 -2.976 -3.564
H 9.017 -0.721 8.167
H -0.979 7.012 2.743
C 1.278 4.728 1.983
H -2.390 3.135 2.435
H -1.239 -0.119 -8.827
C -0.121 -1.769 -6.454
H -6.845 4.526 -5.845
C 8.604 -4.281 11.538
O 7.129 -0.277 4.889
H -3.989 -6.029 -2.531
O 7.615 -4.643 10.593
C 8.510 -2.295 6.816
H -2.919 -3.832 -4.400
H -2.855 4.804 3.892
H -4.427 -2.257 -3.645
S 5.801 0.126 4.387
N -0.312 -2.533 -7.689
H -1.744 1.982 -4.863
H -6.078 5.614 -4.691
C -1.232 -2.230 -10.931
C -1.197 -0.763 -6.026
C -0.292 2.700 2.199
H -3.494 -5.414 -4.859
O 9.740 -2.991 6.976

---

[2]
# C34H96N12O10

10 unconnected molecules or ions with the total composition C34H96N12O10 in a non-equilibrium geometry (the ωB97M-V functional and the def2-TZVPD basis, the Open Molecules 2025 dataset).

Values from the calculation:
Orbital gap: 0.330 hartree
LUMO level: 0.278 eV
Relative energy (zero: lowest compared OMol25 entry of this formula, charge and spin): 55.6 kcal/mol
SMILES string: COC[C@H](C)N.COC[C@H](C)N.COC[C@H](C)N.COC[C@H](C)N.COC[C@H](C)N.COC[C@H](C)N.COC[C@H](C)N.COC[C@H](C)N.NC(N)=O.NC(N)=O

Atoms and positions in Å:
C 0.992 -2.109 -4.703
H -3.129 3.440 -3.313
H 3.779 1.368 -3.870
H 5.235 3.025 -1.509
H -2.983 5.340 -6.190
C 8.760 2.194 0.516
O -0.306 4.935 -3.275
O -2.566 -0.054 0.404
C 0.421 0.909 8.223
C -2.472 5.227 -4.134
N 4.428 -0.608 1.104
H 2.924 2.056 -6.233
H -2.903 -2.582 -4.727
H -0.712 5.115 -5.382
H 0.682 -6.249 0.417
H 1.409 1.370 8.280
C -1.893 -4.895 -1.627
O 2.244 2.830 1.093
H -9.157 3.739 -0.151
C 0.259 0.658 6.763
N 3.286 1.157 -6.523
C 0.721 -5.534 2.441
H 3.410 4.271 2.260
H 1.195 0.867 3.745
H -4.225 4.881 -5.199
H 1.088 3.360 -3.488
H -2.379 6.288 -3.862
N 7.871 0.215 1.538
C -7.167 2.616 1.590
C 3.056 0.094 -5.548
C -2.742 -4.067 -2.574
C 3.986 0.401 -4.331
N 2.463 4.386 2.564
H -6.955 2.137 2.533
H 8.511 1.845 -0.472
H -3.584 -5.651 -0.691
O 4.358 -2.478 2.218
H 1.524 1.134 -4.630
C 4.988 2.062 -1.028
H 0.454 -1.931 -5.640
H 8.792 3.274 0.540
H 2.136 5.074 3.208
N 2.088 -5.006 2.352
C -1.162 -0.378 0.451
H -9.211 1.988 3.142
H 0.519 -2.780 -3.987
H 2.465 -3.076 1.173
H -0.314 1.607 8.661
H 7.320 -0.219 2.260
H 5.024 0.482 -4.635
H 2.842 -5.628 2.621
H 9.708 1.779 0.781
H 3.297 -0.857 -6.043
H -9.843 1.700 1.592
C -0.545 0.466 -0.731
N -2.796 -5.998 -1.235
C -3.140 4.485 -3.021
H 0.066 -4.877 -2.477
C -2.588 -2.086 -3.797
H -1.648 -0.068 7.300
H 0.582 1.594 6.273
H -2.261 0.262 -1.984
N 0.379 3.669 1.799
C 0.570 -6.677 1.405
O 1.255 -0.809 -4.105
H -2.282 -6.576 -0.576
O -6.232 3.535 1.090
C -0.242 -4.374 2.229
C 3.869 -1.729 1.371
C 1.002 4.427 -3.334
C -5.084 2.840 0.808
O -0.736 -7.237 1.384
H 4.913 1.366 -1.869
H 1.960 -2.536 -5.007
H -1.894 -1.301 -4.073
H 1.503 4.619 -2.382
H -10.602 3.046 2.489
N -8.895 4.233 0.686
H -0.627 -0.082 1.374
H 7.562 -0.166 0.660
H -0.890 -6.165 -3.184
C 6.298 2.087 1.040
H -1.384 0.014 5.651
C -1.220 -7.934 2.491
H 1.545 5.038 -4.054
H 2.818 0.947 -7.396
N -3.228 4.875 -5.332
H 4.057 2.289 -0.519
H -4.439 3.460 0.193
H 7.904 2.156 2.461
C -1.177 0.124 -2.045
O -1.922 -2.990 -2.949
H -0.988 -9.014 2.460
H 1.550 -0.713 3.052
H 3.846 -0.348 -3.565
H -2.310 -7.872 2.471
H 0.036 3.088 1.043
C 7.717 1.672 1.500
H -0.895 0.786 -2.839
N -1.256 0.471 6.540
H -1.234 -4.764 2.060
H -8.098 4.144 2.518
H -2.667 4.546 -2.035
H -4.532 2.584 1.729
H -0.346 -6.341 -1.522
C 1.628 -0.115 3.969
H 1.135 -0.052 -1.765
H 6.298 3.155 0.899
N 0.892 0.175 -0.816
H 0.544 -5.975 3.445
H 1.339 -7.449 1.570
H -3.491 -1.913 0.733
C -1.069 4.675 -4.439
H -3.400 -1.563 -3.288
H -1.071 -1.427 0.209
H -0.194 4.316 2.302
H 1.410 1.043 -0.652
H 2.234 -4.247 3.010
H -0.994 -0.935 -2.242
H 0.044 -3.773 1.358
C 1.680 3.591 1.868
H -0.681 1.534 -0.497
H 2.670 0.084 4.265
H -1.467 -4.347 -0.778
H 2.244 -0.115 6.466
C 1.226 -0.516 6.298
O 6.018 1.468 -0.222
H 2.076 -1.627 0.278
H 4.135 -0.011 0.353
H -7.352 1.847 0.837
H -8.247 4.972 0.488
H -3.110 -1.088 2.224
H -5.225 1.874 0.268
H -3.098 -4.646 -3.471
H 0.390 0.008 8.825
N 2.733 -2.160 0.852
H 0.970 -0.017 -5.993
C 1.598 0.173 -5.121
H -1.183 3.604 -4.671
H -4.440 -0.531 1.146
C -0.708 -5.606 -2.253
H 5.624 1.721 1.786
H -4.141 4.878 -2.893
H -3.653 -3.755 -2.034
H 1.096 -1.436 6.881
H 5.418 -0.614 1.333
C -8.463 3.432 1.762
H -0.244 -3.704 3.090
H -0.952 -7.542 3.451
C -3.413 -0.929 1.195
O 1.035 -0.878 4.944
C -9.645 2.532 2.282

---

[3]
# C24H68N2O10

10 unconnected molecules or ions with the total composition C24H68N2O10 in a non-equilibrium geometry (the ωB97M-V functional and the def2-TZVPD basis, the Open Molecules 2025 dataset).

Values from the calculation:
Orbital gap: 0.337 hartree
LUMO level: 0.088 eV
Relative energy (zero: lowest compared OMol25 entry of this formula, charge and spin): 230.9 kcal/mol
SMILES string: NC(N)=O.CC(C)O.CC(C)O.CC(C)O.CC(C)O.CC(C)O.CC(C)O.CC(C)O.CO.CO

Atoms and positions in Å:
C 2.070 1.889 -1.954
H -3.736 -1.706 0.328
C -6.464 -1.635 1.241
H -3.880 3.444 0.411
O -5.908 0.605 0.558
H 2.726 -3.902 0.600
H 5.231 2.876 -0.887
H 3.407 2.371 1.459
H -1.194 -0.116 0.895
C -0.384 -0.391 1.546
H -6.535 -1.302 2.366
H -5.803 -0.781 -0.552
C -1.803 3.993 0.844
C 0.895 -0.822 0.828
H 1.234 0.050 0.291
H 3.854 -5.083 -0.125
H -0.281 0.567 2.002
H 4.212 3.669 -2.173
H -0.812 -2.392 -0.007
H 0.251 -4.661 0.633
H -1.677 3.708 1.907
H -7.376 -1.754 0.803
H 3.868 -1.504 -0.984
H 2.296 -3.489 -3.110
H -3.887 -3.784 -0.069
O -3.735 2.401 4.075
C 2.327 -3.910 -2.099
O 3.137 -2.127 -1.258
H 3.904 1.152 -2.413
H 3.683 3.649 -0.523
C 3.675 -1.401 -4.730
H -3.072 1.204 2.429
H -3.451 4.912 -0.397
H -0.906 -5.887 1.149
H 1.560 1.063 -2.553
H 2.148 2.752 -2.628
H -0.464 2.389 -0.068
H 1.417 2.115 -1.132
O 1.986 4.625 1.127
H -1.800 1.810 3.588
C -3.147 -4.433 0.394
C -1.439 2.750 -0.080
H 4.276 -3.358 -1.947
H 0.207 4.844 2.843
H 3.503 3.175 2.892
H -3.506 -0.025 0.466
H 2.383 -4.961 -2.279
H -2.066 1.958 0.264
H 1.581 4.401 3.621
C 1.686 3.574 1.734
C 1.986 -1.295 1.779
H 2.874 -1.536 1.291
C -4.131 -0.814 0.788
O -1.395 -3.047 -0.372
H 4.723 0.644 -0.818
H 1.941 4.495 0.224
H -3.207 3.214 4.325
C -0.742 -5.051 0.452
H 1.670 -2.200 2.243
H -3.011 0.449 3.928
H -3.564 -4.733 1.405
O 0.746 -1.709 -0.043
O -1.087 0.822 -2.953
H -3.232 -5.258 -0.400
H 0.284 3.127 3.317
H -0.552 -0.927 -1.975
H -0.651 -5.487 -0.511
H -1.995 0.740 -3.183
C 0.904 3.999 2.929
C 3.501 1.708 -1.531
H -1.612 3.020 -1.074
H -3.814 4.835 1.384
H 2.149 0.047 -3.977
O 3.772 0.915 -0.656
H 2.244 -0.781 2.684
C -1.731 -3.841 0.507
C -3.234 4.341 0.520
H -6.830 0.754 0.356
H 1.012 3.025 1.032
C -2.870 1.440 3.471
C 3.574 -4.042 -0.001
H -6.025 -2.668 1.239
H 2.449 1.962 2.871
H -3.878 -1.081 1.796
H 1.345 -3.869 -1.728
C -0.955 0.097 -1.724
H 1.576 -1.799 -0.616
H -1.364 5.627 1.174
H -0.601 -1.180 2.277
N 2.904 -0.753 -3.913
O 4.567 -2.355 -4.328
O -1.058 4.930 0.599
C 4.197 3.016 -1.287
H -1.706 -3.392 1.447
H 3.946 -1.620 -6.731
C 2.822 2.756 2.260
N 3.457 -1.104 -5.961
C -5.603 -0.601 0.472
H -0.281 0.688 -1.142
C 3.454 -3.315 -1.296
H 3.173 -0.192 -6.235
H -1.915 0.056 -1.149
H 4.449 -3.601 0.428
H 3.140 -0.976 -2.914

---

[4]
# C4H11BrClTiYb

A molecular structure, C4H11BrClTiYb in a non-equilibrium geometry (the ωB97M-V functional and the def2-TZVPD basis, the Open Molecules 2025 dataset).

Values from the calculation:
Orbital gap (alpha / beta): 0.186 / 0.231 hartree
LUMO level (alpha / beta): 1.952 / 1.674 eV
Total charge: -1
2S+1: 3

Atoms and positions in Å:
Yb -0.117 0.518 2.812
H -1.591 1.027 0.277
H 1.938 1.369 -2.744
C 2.187 1.151 -1.687
C -1.870 -0.967 2.754
H -1.788 -2.042 2.513
H -2.068 -0.994 3.844
H -0.367 2.157 0.455
H -2.765 -0.448 2.347
H -0.242 -0.030 -3.504
H 2.159 2.018 -1.001
C -0.449 -0.658 -2.626
C -0.503 1.092 0.234
Br 1.730 -0.212 4.555
Ti 0.696 -0.068 -0.998
H -0.163 -1.696 -2.856
H -1.524 -0.671 -2.391
H 3.079 0.510 -1.536
Cl 1.658 -2.056 -0.448

---

Listing E for the structures above in their given order: -103387.2369 -75167.0608 -49434.3344 -141535.2207 eV.